Entry 1:
{
  "formula": "C4H9NO2",
  "method": "ωB97M-V/def2-TZVPD",
  "spin_multiplicity": 1,
  "smiles": "C/N=C/CO.C=O",
  "total_energy_ev": -9876.109,
  "e_lumo_ev": 0.78,
  "species": ["C", "N", "C", "C", "O", "H", "H", "H", "H", "H", "H", "H", "C", "O", "H", "H"],
  "coordinates": [[2.097394, -0.174204, -1.171622], [0.729524, -0.168450, -0.709272], [0.360214, -0.152478, 0.498658], [-1.041774, -0.842731, 0.757279], [-1.482986, -1.360120, -0.456497], [2.302735, -1.219657, -1.437382], [2.213721, 0.407753, -2.091617], [2.849245, 0.149544, -0.440924], [0.994904, 0.041121, 1.371377], [-0.782640, -1.596507, 1.510387], [-1.925520, -0.344132, 1.213162], [-0.728020, -1.141845, -1.052337], [-1.403352, 1.598660, 0.492403], [-0.336597, 1.954342, 0.940403], [-2.332000, 1.781500, 1.050118], [-1.514855, 1.067199, -0.474134]],
  "atomic_forces_ev_per_a": [[0.183, 0.067, 0.028], [-0.258, -0.742, 0.468], [-0.102, -1.263, -0.300], [0.566, -0.164, 0.203], [-0.037, -0.214, -0.111], [0.140, 0.237, 0.014], [-0.144, 0.011, 0.233], [-0.171, 0.055, 0.050], [-0.052, -0.001, -0.234], [0.004, -0.459, -0.172], [0.920, 0.311, -0.032], [-0.234, -0.145, -0.186], [0.135, 0.959, 0.023], [-0.850, 0.781, -0.108], [-0.188, 0.187, -0.013], [0.087, 0.381, 0.136]]
}

Entry 2:
{
  "formula": "C20H29N13O2Re",
  "method": "ωB97M-V/def2-TZVPD",
  "charge": 4,
  "s_squared": 3.7705,
  "spin_multiplicity": 4,
  "total_energy_ev": -46769.655,
  "e_lumo_ev": [-12.58, -13.80],
  "species": ["Re", "N", "C", "N", "C", "N", "N", "C", "N", "C", "C", "C", "C", "C", "N", "H", "H", "H", "H", "H", "H", "H", "H", "C", "C", "O", "N", "C", "C", "C", "C", "C", "C", "N", "H", "H", "H", "H", "H", "H", "H", "H", "H", "H", "N", "N", "H", "H", "H", "H", "C", "N", "C", "C", "O", "N", "C", "N", "H", "H", "H", "H", "H", "H", "H"],
  "coordinates": [[0.052152, 0.488916, -0.073255], [-1.150262, -0.659966, 3.225550], [0.002321, 0.105401, 3.075834], [0.560784, 0.464558, 4.231982], [1.839205, 0.943063, 4.162706], [2.404325, 1.494512, 5.261906], [2.595469, 0.812569, 3.046545], [1.973754, 0.422596, 1.934745], [0.604593, 0.104098, 1.851690], [2.744542, 0.546182, 0.752523], [4.147392, 0.299680, 0.667392], [4.825190, 0.631227, -0.483249], [4.078166, 1.103300, -1.610211], [2.701615, 1.156548, -1.525957], [2.053347, 0.884968, -0.384343], [-1.296865, -0.888048, 4.168162], [-1.555611, -1.168342, 2.416980], [2.107195, 1.230137, 6.194814], [3.376355, 1.863152, 5.268794], [4.579910, -0.255496, 1.514068], [5.946786, 0.723535, -0.508878], [4.593693, 1.637675, -2.440308], [2.067369, 1.571836, -2.299571], [-0.780010, 2.190895, -4.033289], [-1.086406, 1.227400, -2.935808], [-0.105067, 0.662912, -2.310699], [-2.340077, 0.898219, -2.696739], [-2.632726, -0.345665, -2.015263], [-2.968562, -0.001585, -0.616987], [-4.302938, -0.154170, -0.189269], [-4.801248, 0.472535, 0.943196], [-3.884736, 1.242616, 1.701114], [-2.581843, 1.403025, 1.316893], [-2.072082, 0.636953, 0.230445], [-0.106556, 2.919004, -3.576918], [-1.732768, 2.583547, -4.436203], [-0.214350, 1.677749, -4.852589], [-3.084089, 1.377096, -3.229931], [-1.738457, -0.973842, -2.098613], [-3.508113, -0.749191, -2.481086], [-4.986059, -0.706980, -0.889695], [-5.839570, 0.366987, 1.305687], [-4.246113, 1.802949, 2.546578], [-1.790462, 1.965930, 1.872371], [0.617759, 2.929072, 1.248918], [-0.035166, 2.639640, 0.016056], [0.084250, 3.317779, 2.022426], [1.396175, 3.592525, 1.096584], [0.515071, 3.024271, -0.851090], [-0.974032, 3.027174, -0.073318], [0.715823, -4.738190, -1.933810], [0.260206, -3.659076, -1.058461], [-0.798273, -3.876364, -0.112462], [-0.997927, -2.469067, 0.374853], [-1.915950, -2.122145, 1.118423], [-0.100177, -1.656872, -0.269645], [0.690027, -2.384267, -1.079467], [1.754106, -1.964909, -1.774233], [0.228030, -5.673328, -1.672348], [1.815981, -4.896051, -1.928219], [0.396444, -4.523113, -2.954809], [-0.527641, -4.651693, 0.660617], [-1.717885, -4.272407, -0.589142], [1.846795, -0.990481, -1.970330], [2.297215, -2.661001, -2.271632]],
  "atomic_forces_ev_per_a": [[-2.669, -0.792, -1.586], [2.241, 2.383, -2.270], [-2.207, -3.687, 2.646], [1.158, 1.114, -1.159], [-0.773, -0.207, 2.224], [0.661, -0.582, -1.045], [-0.481, -0.502, -2.647], [-0.672, 1.064, 4.312], [2.295, 1.523, -0.888], [2.461, -0.753, -3.314], [-1.711, -0.718, 1.256], [0.551, 1.270, -1.388], [0.959, 0.911, 0.689], [0.431, 0.756, -0.240], [0.551, -1.032, 1.596], [-0.762, -0.401, 1.327], [0.208, 0.301, 0.889], [-0.701, 0.249, -0.178], [-0.989, -0.597, -0.539], [0.205, 0.910, -0.300], [-1.261, -0.647, 0.003], [-0.430, -1.006, 0.444], [0.230, -0.311, -0.288], [-0.195, -0.410, 0.043], [0.289, -0.253, -0.964], [-0.632, 0.373, 1.688], [0.356, 0.420, -1.006], [0.768, 0.210, 0.462], [-1.104, 0.776, 3.189], [-0.420, -0.235, -1.533], [0.895, -0.141, 0.794], [-0.660, 0.629, -0.271], [1.487, -2.096, -1.199], [-0.918, 0.768, -0.458], [-0.198, 0.458, -0.513], [0.832, 0.258, 0.084], [-0.475, 0.269, 0.682], [0.588, -0.447, 0.358], [-0.483, -0.160, -0.166], [-0.229, -0.661, -0.291], [0.633, 0.585, 0.934], [0.634, 0.044, -0.477], [-0.033, 0.066, 0.240], [-1.171, -0.575, -0.321], [2.119, 1.156, 0.404], [0.683, 0.395, -2.126], [-0.766, 0.055, -0.594], [-0.614, -0.390, 0.035], [-1.110, -0.486, 2.255], [-0.043, 0.273, 0.174], [0.660, -0.112, -0.732], [1.475, 0.073, -0.853], [-0.082, -0.624, 0.353], [-2.413, -0.783, 1.088], [1.533, -0.187, -1.126], [0.592, 3.192, 0.386], [-0.342, -3.108, -0.394], [-0.974, -0.679, 0.612], [0.089, 0.053, 0.321], [-0.679, 0.139, 0.246], [0.114, 0.048, -0.071], [-0.131, 1.008, -0.436], [0.341, 0.370, 0.115], [0.302, 0.170, -0.328], [-0.014, 0.310, -0.150]]
}

Entry 3:
{
  "formula": "C19H20N8O8S2W",
  "method": "ωB97M-V/def2-TZVPD",
  "spin_multiplicity": 1,
  "total_energy_ev": -71821.877,
  "e_lumo_ev": [-0.82, -0.82],
  "species": ["W", "N", "C", "C", "O", "N", "C", "C", "O", "O", "H", "H", "H", "H", "H", "H", "N", "C", "C", "C", "C", "C", "C", "S", "O", "O", "N", "C", "N", "C", "C", "C", "N", "H", "H", "H", "H", "H", "H", "H", "H", "H", "S", "C", "N", "C", "C", "C", "C", "H", "H", "H", "H", "H", "O", "N", "O", "O"],
  "coordinates": [[-0.043341, -1.072509, -0.596419], [1.237803, -3.219380, -1.089937], [1.400555, -3.366119, -2.537855], [1.531851, -1.999033, -3.188557], [2.069268, -1.861683, -4.276346], [0.969512, -1.012664, -2.465785], [0.928830, 0.270857, -3.153139], [0.409692, 1.315322, -2.189579], [0.278505, 2.477021, -2.473503], [0.156573, 0.808480, -0.995620], [2.152080, -3.141164, -0.658040], [0.792659, -4.048353, -0.719983], [0.503984, -3.829433, -2.949960], [2.263110, -3.973426, -2.812305], [0.265184, 0.226588, -4.019257], [1.913108, 0.564877, -3.514035], [-5.595091, 3.033475, 1.998244], [-4.314331, 2.540387, 2.050729], [-3.750183, 2.151767, 3.273138], [-2.432488, 1.746047, 3.335932], [-1.674668, 1.724367, 2.176945], [-2.224516, 2.067174, 0.945898], [-3.539640, 2.469002, 0.884105], [0.012709, 1.255729, 2.199691], [0.755043, 2.193062, 1.379808], [0.486600, 1.070119, 3.533567], [0.082891, -0.171564, 1.347552], [-0.318360, -1.299511, 1.979154], [-0.909780, -1.322338, 3.161030], [-1.186929, -2.523554, 3.643536], [-0.894888, -3.687052, 2.938036], [-0.354387, -3.562640, 1.683617], [-0.047438, -2.366591, 1.168818], [-6.201162, 2.893808, 2.785327], [-6.037850, 3.113387, 1.101542], [-4.354460, 2.178129, 4.171821], [-1.973867, 1.454360, 4.271555], [-1.610328, 2.034265, 0.056057], [-3.981149, 2.741247, -0.066593], [-1.669250, -2.529064, 4.612844], [-1.105557, -4.660820, 3.353827], [-0.151108, -4.424370, 1.063352], [2.602671, -0.875295, 0.097179], [3.166236, 0.517214, -0.776989], [2.684945, 1.731004, -0.437459], [3.064938, 2.852351, -1.071284], [4.000431, 2.809799, -2.066687], [4.548040, 1.577300, -2.430752], [4.122591, 0.433845, -1.782024], [1.933838, 1.794319, 0.281132], [2.584002, 3.764293, -0.749674], [4.298425, 3.720342, -2.564349], [5.280444, 1.515357, -3.223678], [4.502393, -0.541777, -2.045475], [-1.494848, -0.674520, -2.193588], [-2.013796, -1.475410, -1.244056], [-1.918152, -0.799965, -0.035718], [-1.201343, -2.607056, -1.165793]],
  "atomic_forces_ev_per_a": [[0.422, -1.839, -2.839], [0.310, 0.387, -0.028], [0.008, 0.146, -0.243], [-0.135, -0.384, 0.561], [0.007, 0.068, -0.135], [0.399, 0.632, 0.079], [-0.290, -0.233, 0.288], [0.109, -0.192, -1.034], [0.009, 0.003, 0.340], [0.396, 1.083, 0.520], [0.049, 0.064, 0.042], [-0.282, 0.127, 0.066], [-0.020, 0.013, 0.022], [0.000, 0.001, 0.032], [-0.028, 0.069, 0.004], [0.049, 0.024, -0.047], [0.013, 0.056, 0.006], [0.107, -0.043, 0.026], [-0.047, 0.011, -0.029], [0.095, -0.047, 0.069], [0.339, -0.045, -0.111], [-0.053, 0.144, 0.013], [-0.005, 0.009, 0.054], [0.087, 0.359, -0.535], [-0.136, -0.032, -0.074], [-0.184, -0.194, -0.008], [-0.387, -0.453, 1.478], [0.681, 0.424, -0.048], [-0.254, -0.494, 0.467], [0.157, 0.543, -0.377], [-0.024, -0.437, 0.209], [0.088, 0.065, -0.627], [-0.296, 0.754, 1.790], [-0.034, -0.047, -0.015], [-0.058, -0.044, -0.003], [0.019, 0.034, 0.012], [-0.045, -0.008, 0.002], [-0.060, -0.015, -0.050], [0.032, 0.014, -0.010], [-0.019, -0.193, 0.037], [-0.002, -0.005, -0.052], [-0.120, -0.081, 0.008], [-0.145, -0.023, 0.023], [-0.284, -0.297, 0.467], [0.362, 0.039, -0.513], [-0.205, 0.052, 0.245], [0.288, -0.013, -0.287], [-0.261, 0.014, 0.299], [0.257, 0.097, -0.219], [0.021, 0.036, 0.076], [-0.047, -0.031, 0.021], [-0.045, 0.014, 0.018], [0.011, -0.006, -0.006], [-0.038, -0.005, -0.025], [1.469, 0.526, 0.611], [-6.284, -1.571, -1.854], [1.855, 0.958, 0.831], [2.148, -0.034, 0.454]]
}

Entry 4:
{
  "formula": "C30H29BrFeN11OP",
  "method": "ωB97M-V/def2-TZVPD",
  "charge": -1,
  "s_squared": 8.7690,
  "spin_multiplicity": 6,
  "total_energy_ev": -163738.956,
  "e_lumo_ev": [2.30, 1.79],
  "species": ["Fe", "N", "C", "N", "N", "N", "N", "C", "N", "N", "N", "N", "H", "C", "C", "C", "C", "C", "C", "P", "C", "C", "C", "C", "C", "C", "C", "C", "C", "C", "C", "C", "H", "H", "H", "H", "H", "H", "H", "H", "H", "H", "H", "H", "H", "H", "C", "C", "N", "C", "C", "C", "O", "C", "C", "C", "C", "N", "C", "H", "H", "H", "H", "H", "H", "H", "H", "H", "H", "H", "H", "H", "H", "Br"],
  "coordinates": [[0.346250, -0.114293, 0.040916], [-1.351498, 2.938716, 1.293845], [-2.080023, 1.791069, 1.214321], [-3.312376, 1.631264, 1.690599], [-3.638264, 0.388962, 1.358425], [-2.659659, -0.162886, 0.724892], [-1.631166, 0.689270, 0.600795], [-0.161679, 3.048650, 0.619580], [0.452970, 4.191816, 0.379581], [1.549562, 3.847539, -0.319411], [1.596101, 2.573510, -0.477763], [0.517529, 2.007461, 0.114915], [-1.791025, 3.775684, 1.629437], [1.350596, -4.375015, -3.526226], [0.174559, -3.760662, -3.943596], [-0.613890, -3.090676, -3.025141], [-0.241867, -3.005040, -1.680347], [0.946961, -3.607134, -1.278529], [1.729496, -4.302284, -2.195717], [-1.327922, -1.924388, -0.618711], [-2.772833, -3.096756, -0.658898], [-4.081019, -2.616388, -0.627753], [-5.161643, -3.482034, -0.722943], [-4.956913, -4.845698, -0.859530], [-3.661300, -5.336170, -0.905938], [-2.581165, -4.470776, -0.821685], [-0.576587, -2.218051, 1.034604], [-0.652938, -3.475780, 1.650422], [-0.241800, -3.618562, 2.962641], [0.261006, -2.527728, 3.666092], [0.399374, -1.298451, 3.038357], [-0.029060, -1.141576, 1.728824], [1.963255, -4.908953, -4.241929], [-0.110152, -3.804804, -4.987839], [-1.535695, -2.610902, -3.341790], [1.267984, -3.526247, -0.245622], [2.642999, -4.786571, -1.868853], [-4.262353, -1.560432, -0.518499], [-6.167729, -3.082282, -0.690308], [-5.800649, -5.520774, -0.937360], [-3.488168, -6.400264, -1.015781], [-1.581040, -4.876779, -0.894701], [-1.059558, -4.329216, 1.123436], [-0.331941, -4.583065, 3.449156], [0.561696, -2.642812, 4.701618], [0.842861, -0.461798, 3.566638], [4.980733, -2.979754, -5.094092], [5.283506, -1.492720, -4.926928], [4.292996, -0.825494, -4.085569], [4.734164, -0.398986, -2.762216], [5.112465, -1.572970, -1.862759], [3.111239, -0.518205, -4.680986], [2.927297, -0.720471, -5.878348], [1.986316, 0.049695, -3.872278], [1.168599, 1.015321, -4.453731], [0.016345, 1.386025, -3.786135], [-0.295013, 0.784668, -2.587133], [0.496124, -0.122749, -1.998940], [1.607080, -0.486224, -2.657650], [5.681295, -3.441670, -5.792101], [3.973811, -3.089023, -5.493002], [5.043257, -3.498229, -4.136784], [5.269322, -1.016236, -5.907651], [6.264685, -1.342019, -4.476712], [3.953878, 0.187760, -2.284473], [5.603591, 0.255550, -2.885616], [4.327827, -2.331544, -1.879900], [5.213855, -1.228328, -0.835715], [6.051097, -2.031225, -2.181921], [1.425274, 1.423690, -5.421281], [-0.657021, 2.116838, -4.211701], [-1.213439, 1.011509, -2.058891], [2.185609, -1.273580, -2.197977], [2.624833, -0.353439, 0.564269]],
  "atomic_forces_ev_per_a": [[-0.748, 2.840, 1.425], [0.232, 0.171, 0.165], [-0.189, -0.402, -0.125], [0.383, 0.831, 0.121], [0.194, -0.543, -0.307], [-0.549, -0.607, -0.020], [-0.862, 0.403, 0.107], [0.379, -0.067, -0.159], [-0.319, 0.166, 0.141], [0.022, -0.247, -0.021], [0.232, 0.104, -0.227], [0.281, 0.220, -0.175], [-0.020, 0.026, -0.025], [0.027, -0.031, -0.013], [-0.005, -0.004, -0.024], [0.079, 0.028, 0.014], [0.061, 0.312, -0.017], [-0.087, 0.078, 0.093], [0.084, -0.013, -0.051], [-0.304, -1.858, -0.308], [-0.120, 0.218, -0.085], [0.074, 0.015, 0.066], [-0.029, -0.026, -0.023], [-0.056, 0.031, 0.017], [0.033, -0.072, -0.020], [-0.094, -0.016, 0.052], [-0.434, -0.887, 0.768], [0.010, 0.085, 0.156], [-0.056, -0.196, -0.035], [0.034, 0.279, -0.021], [-0.049, -0.059, 0.157], [-0.063, -0.897, -0.454], [0.030, 0.012, 0.006], [-0.050, 0.016, 0.021], [0.031, -0.020, -0.069], [0.005, -0.020, -0.045], [-0.007, 0.043, 0.018], [0.059, 0.184, 0.093], [0.011, 0.003, -0.004], [0.010, 0.000, 0.016], [0.019, 0.015, -0.016], [-0.025, -0.006, -0.011], [0.005, 0.015, 0.064], [0.026, 0.008, 0.002], [0.005, -0.018, -0.013], [0.045, -0.031, -0.001], [0.029, 0.139, 0.053], [-0.134, -0.111, -0.152], [-0.050, 0.008, -0.066], [-0.017, -0.107, 0.207], [-0.071, 0.074, -0.111], [0.312, -0.028, -0.120], [-0.060, 0.031, 0.093], [-0.238, 0.007, -0.176], [0.042, -0.205, 0.271], [-0.051, 0.095, -0.403], [-0.096, -0.205, 0.352], [0.710, 0.496, -1.697], [-0.129, -0.112, 0.194], [0.015, 0.010, 0.017], [-0.020, -0.074, -0.010], [-0.018, -0.027, -0.011], [0.075, 0.034, 0.019], [-0.011, 0.039, 0.027], [-0.001, 0.062, -0.023], [-0.062, 0.058, -0.013], [-0.010, -0.010, 0.045], [0.058, 0.004, 0.018], [-0.029, -0.051, 0.008], [0.019, 0.018, 0.000], [-0.011, 0.015, 0.067], [0.034, 0.103, 0.075], [0.097, 0.009, 0.138], [1.315, -0.355, -0.037]]
}